# C31H53BrNP3Pt

A molecular structure, C31H53BrNP3Pt at a distorted geometry (ωB97M-V with the def2-TZVPD basis set, the Open Molecules 2025 dataset).

The calculation puts the total energy at -135628.5318 eV. The value obtained for the HOMO energy (spin up / spin down) is -0.490 / -0.490 Ha. The value obtained for the molecular weight is 807.68 g mol⁻¹.

Geometry as ORCA input:
```
! RIJCOSX wB97M-V def2-TZVPD def2/J DEFGRID3
* xyz 2 3
P 1.38 -1.36 -3.16
H 1.13 1.48 3.17
H 4.78 -1.40 -3.60
H -4.26 -1.00 -0.97
H -2.38 4.02 -4.21
H 3.77 -0.39 -4.69
C -2.90 0.43 -1.78
H -0.78 -0.33 -3.16
C -0.13 -0.30 -5.26
P 1.38 2.39 1.03
H -0.43 -3.96 -3.13
H -0.51 2.79 -2.92
C 0.46 -2.59 1.87
H 1.68 4.44 -0.23
H -2.31 -0.46 -2.09
C -1.23 -5.87 3.32
C 4.01 2.76 2.14
H -3.59 3.24 -3.20
C 3.13 1.93 1.24
C -3.80 -0.06 -0.67
C -2.02 -8.16 3.64
H 1.47 -2.60 -1.13
H 3.53 1.99 0.22
H -4.31 3.69 0.67
H 3.15 0.88 1.51
H 2.16 4.65 1.47
C 2.98 -0.66 -2.65
H -4.45 2.72 -0.77
H 2.32 3.52 4.02
H -1.15 0.10 -5.49
C 0.00 -0.25 1.88
C -2.57 3.11 -3.59
C 4.14 -0.52 -3.66
H -3.22 -0.28 0.23
N -2.01 -8.00 4.96
H -3.42 0.80 -2.67
H 0.29 6.12 1.07
H -1.52 -6.79 6.62
C 1.24 3.51 3.80
C -1.61 -7.12 2.78
C -2.51 2.55 0.21
H -4.61 0.64 -0.42
H -0.10 -1.36 -5.53
H 0.52 0.86 -3.47
H -0.27 2.45 2.69
C -1.13 -5.79 4.73
C 2.03 -1.02 1.00
H 0.71 3.24 4.71
H -0.46 4.76 1.94
C 0.04 5.05 1.01
C 0.54 -3.92 -2.62
H 3.88 2.50 3.20
H -1.78 3.22 0.71
C -1.56 -6.88 5.53
H -0.62 0.53 2.28
H -1.21 -1.73 2.83
H 3.80 3.83 2.03
C 1.10 0.05 1.04
C 1.74 -2.32 1.43
H 0.93 4.51 3.50
C -0.29 -1.52 2.32
H 0.58 -4.71 -1.84
C 0.78 -2.54 -1.97
C 0.16 -0.16 -3.74
H 2.40 -3.18 1.33
C -0.86 -4.78 2.39
H -1.52 -7.27 1.69
H -2.78 1.82 0.98
H 4.74 0.38 -3.39
C -1.51 2.94 -2.45
C 0.82 2.45 2.82
H 1.34 -4.09 -3.35
H -0.67 -4.91 5.19
H 2.73 0.37 -2.28
H -0.26 -2.13 -1.49
Br 2.02 2.28 -1.46
H 3.03 -0.95 0.59
C 1.35 4.29 0.81
H -3.53 4.22 -0.79
H -2.35 -9.11 3.18
H 5.06 2.57 1.87
H -0.62 4.91 0.14
H 3.32 -1.22 -1.77
H -2.59 2.25 -4.29
Pt -0.35 -0.82 -0.61
P -1.61 1.59 -1.15
H -1.42 3.95 -1.97
C -0.26 -3.82 1.87
C -3.75 3.33 -0.20
H 0.62 0.22 -5.84
*
```

# C45H70Cl54FNO4P

19 unconnected molecules or ions with the total composition C45H70Cl54FNO4P at a distorted geometry (ωB97M-V with the def2-TZVPD basis set, the Open Molecules 2025 dataset).

The calculation puts the total energy at -745682.4351 eV. The value obtained for the HOMO energy is -0.414 Ha. The value obtained for the molecular weight is 2653.49 g mol⁻¹.

Geometry as ORCA input:
```
! RIJCOSX wB97M-V def2-TZVPD def2/J DEFGRID3
* xyz 1 1
C 12.57 1.16 0.71
C 2.12 1.66 -2.41
H -4.17 5.02 -1.11
Cl -4.85 -5.57 5.85
Cl -3.45 5.10 8.24
C 4.72 -4.23 -2.43
Cl -8.13 -1.22 -6.57
O 4.04 -1.82 1.67
H 3.75 -1.26 -0.37
Cl 12.52 -8.49 -5.68
Cl 14.21 0.77 1.27
H -1.68 2.00 -2.37
H -7.30 -1.37 -4.37
H -0.89 -0.40 5.12
Cl 6.99 -6.21 -7.15
Cl 12.43 2.48 -2.38
H -3.21 2.36 -3.32
H 5.16 -7.57 -6.57
Cl -7.13 3.68 9.81
Cl 6.88 -9.11 -6.99
H -9.21 3.85 8.72
Cl -6.39 -3.26 -5.43
H -3.07 0.45 5.80
Cl -3.30 4.85 11.14
C 3.46 -0.91 0.70
H 2.58 -3.14 0.72
Cl 1.21 2.10 6.05
C 12.31 4.22 -2.06
Cl -3.86 2.51 9.51
C -5.35 -4.02 6.54
H 1.12 2.18 -2.60
H 1.96 2.04 -0.19
C -2.80 0.85 4.77
C -6.38 0.57 2.04
Cl 9.95 -3.73 -2.30
H -3.27 0.15 -3.06
Cl -4.61 4.76 16.24
H 0.31 3.98 7.12
Cl -11.95 -5.17 -3.98
Cl 3.97 -1.06 -10.03
O -4.58 -1.27 4.73
C 7.89 -0.71 -0.33
C -5.41 0.82 -4.66
C -4.08 4.26 9.67
H 5.14 0.55 -11.28
Cl -8.49 0.56 4.37
H 3.08 1.18 1.45
C -7.68 -2.09 -5.10
Cl 11.34 -10.78 -7.05
H 0.72 -2.82 -3.10
H 4.52 0.73 -1.36
Cl -12.38 -6.03 -6.73
Cl 7.80 -0.89 -2.09
H 11.29 -8.51 -7.68
Cl 5.48 -4.35 -4.02
Cl -6.93 -3.54 5.91
Cl -5.38 -4.10 8.31
H 12.62 1.40 -0.35
H 0.03 0.30 -3.37
C 1.93 0.05 -2.19
Cl 8.40 0.93 0.11
C -4.92 1.13 -0.16
C -4.58 -0.41 3.80
Cl 9.63 -8.66 -6.03
H 2.85 1.79 -3.29
C -8.49 4.57 9.10
H -6.02 1.52 2.59
Cl -9.67 -5.83 -5.67
Cl 4.52 1.72 -9.34
C 3.92 0.63 0.86
C -7.67 0.58 -2.65
H 1.47 -0.07 -1.14
Cl 2.96 -4.14 -2.59
H 10.93 -4.89 -0.51
H 4.41 -3.64 0.58
H -1.63 -0.56 3.38
Cl 6.33 -1.10 0.42
C 3.60 -3.16 1.24
Cl 13.63 4.75 -1.02
Cl 7.63 4.78 3.77
H 2.30 -0.98 0.73
C -8.04 -0.01 5.99
Cl -5.93 6.62 14.42
H -5.01 -0.67 -1.47
H -3.42 -1.90 -2.41
C -2.03 5.36 -1.71
H -6.17 1.12 -5.46
N -3.27 0.58 -2.11
C -1.44 0.14 4.26
Cl -7.93 5.57 7.74
H -2.41 3.05 -0.27
C -11.36 -6.21 -5.29
Cl 5.74 3.59 1.90
Cl -9.35 -0.98 6.69
H -0.70 0.96 3.89
H -5.45 3.28 -0.92
H 1.94 1.47 -8.03
C -5.51 -0.71 2.50
C 10.95 -3.85 -0.85
Cl 3.19 1.39 -6.04
Cl 12.62 -3.41 -1.21
C -1.35 -1.88 -3.25
H 4.96 -5.13 -1.86
H 4.90 0.73 1.44
C 11.21 -9.04 -6.74
H 2.91 -0.52 -2.31
H -3.75 4.40 -2.84
H -4.41 1.38 -4.87
H -2.21 -2.58 -1.21
H -11.42 -7.24 -4.96
Cl 10.30 -2.83 0.44
H 0.13 -1.90 -1.59
Cl 10.75 4.61 -1.34
C 2.76 2.22 -1.01
C -4.69 0.43 -1.61
H -3.89 5.49 14.12
Cl -0.54 4.14 4.93
C -3.37 4.49 -1.77
Cl 8.43 4.27 1.02
H -6.21 -1.61 2.68
Cl 1.91 -0.81 -7.44
H -5.15 4.46 9.74
P -5.90 1.26 -2.88
C -4.63 2.70 -0.37
Cl 11.94 2.57 1.58
Cl -9.28 5.57 10.32
F -0.70 4.84 -1.64
O -2.16 6.61 -1.76
H 1.35 -0.64 -4.29
H -6.79 -0.11 -0.10
C 1.85 0.93 -7.09
C 6.23 -7.59 -6.36
C -2.28 -0.26 -1.31
C -2.84 2.01 -2.30
Cl 6.72 -0.16 -9.69
H 7.79 2.72 2.66
C 4.10 1.43 -0.54
Cl 0.30 1.37 -6.35
H -8.16 1.06 -1.72
H 12.39 4.74 -3.01
H -8.32 0.85 -3.55
H -7.55 -0.56 -2.50
H -2.53 1.97 4.91
H 3.50 -3.80 2.20
H 2.92 3.35 -1.08
H 4.91 2.24 -0.40
C -0.07 3.26 6.40
H -4.56 3.17 0.69
H -1.54 -1.03 -4.02
Cl -1.47 2.45 7.11
C -2.35 -1.75 -1.99
C 5.09 0.30 -10.22
H -4.82 -1.01 1.63
C -6.40 0.82 0.45
H 8.64 -1.41 0.05
H -7.07 1.70 0.13
Cl -3.32 7.28 15.54
C 0.18 -1.88 -2.75
C -4.37 5.97 14.97
C -3.22 3.00 -1.09
O -3.89 0.82 3.80
C 0.86 -0.51 -3.26
H -2.58 -0.40 -0.22
H -5.20 -0.31 -4.76
H -4.17 0.76 0.64
H -7.47 0.33 2.35
Cl 6.45 -7.50 -4.61
Cl -9.08 -2.90 -4.39
Cl -7.64 1.35 7.04
H -1.19 0.09 -1.44
H -1.65 -2.85 -3.80
C 7.44 3.71 2.37
Cl 5.34 -2.83 -1.54
H -4.62 -3.27 6.24
Cl 11.50 -0.23 0.92
H -7.16 -0.65 5.89
*
```

# C5H28NO11

10 unconnected molecules or ions with the total composition C5H28NO11 at a distorted geometry (ωB97M-V with the def2-TZVPD basis set, the Open Molecules 2025 dataset).

The calculation puts the total energy at -29654.3021 eV. The value obtained for the HOMO energy is -0.211 Ha. The value obtained for the molecular weight is 278.27 g mol⁻¹.

Geometry as ORCA input:
```
! RIJCOSX wB97M-V def2-TZVPD def2/J DEFGRID3
* xyz -1 1
O -1.49 -1.80 2.59
H -0.84 -2.25 -3.17
H 1.13 1.98 1.08
H 2.75 -1.07 -0.56
O 4.25 1.64 -2.20
H 1.48 -0.82 0.98
H -1.62 1.64 -1.08
H 4.48 0.82 -1.74
C 1.01 0.87 -0.78
H -1.63 -2.75 2.50
O 1.29 2.41 3.23
H 0.35 2.88 -0.12
H -2.13 -0.76 3.90
H 0.59 -3.12 -0.75
O 2.04 0.14 -0.23
C -3.22 0.73 -0.10
H -1.53 -1.04 -3.90
H 1.32 0.27 -3.41
H -2.67 -0.70 1.27
H -3.55 -0.16 3.62
H 2.03 -0.82 -4.29
H 0.27 0.19 -1.26
H 1.26 -2.10 1.86
H -2.57 2.66 0.06
H -0.91 0.30 0.94
H -4.14 -0.84 0.64
H 1.63 1.58 2.88
C -0.89 1.39 0.88
H 1.32 1.52 -1.63
H 0.72 -1.80 -1.05
C -2.06 1.72 -0.09
O -1.41 -1.99 -3.91
H -0.61 -1.62 2.14
H 4.05 -1.48 -1.21
H 3.45 1.36 -2.67
O 0.82 -1.28 1.60
O -4.11 0.93 -0.92
N -3.46 -0.15 0.94
H 0.63 2.31 3.91
C 0.43 1.86 0.26
O 0.21 -2.54 -1.44
O 3.34 -1.92 -0.73
O -2.80 -0.12 4.22
O 1.90 0.12 -4.15
H -1.08 1.83 1.86
*
```

# C6H10O4

2 unconnected molecules or ions with the total composition C6H10O4 (ωB97M-V with the def2-TZVPD basis set, the Open Molecules 2025 dataset).

The structure (SMILES) is CC(=O)C(=O)O.C=COC. The calculation puts the total energy at -14572.9466 eV. The value obtained for the HOMO energy is -0.328 Ha. The value obtained for the molecular weight is 146.14 g mol⁻¹.

Geometry as ORCA input:
```
! RIJCOSX wB97M-V def2-TZVPD def2/J DEFGRID3
* xyz 0 1
H 1.66 0.12 2.98
O 1.21 -0.67 -1.36
C -0.86 -1.33 -0.27
H 2.24 -2.25 0.06
C 0.66 -1.36 -0.55
H -1.13 2.26 -0.97
C -0.15 2.12 -0.53
H -1.14 -0.16 -2.03
H -2.65 -0.61 -1.17
O -1.30 -1.65 0.79
H -1.76 -1.81 -2.12
C 0.79 1.03 1.32
H 0.55 1.73 -1.29
C -1.66 -0.93 -1.47
H 0.22 3.08 -0.16
O -0.30 1.19 0.52
H -0.09 -0.35 2.63
C 0.78 0.23 2.37
O 1.28 -2.25 0.21
H 1.66 1.61 1.04
*
```

Question: What is the molecular weight in the first record?
Answer: 807.68 g mol⁻¹